# 1
2 unconnected molecules or ions with the total composition C13H28BN2O4S3 at a distorted geometry, computed with ωB97M-V/def2-TZVPD.

## Properties
HOMO: -1.7 eV
Electronic energy: -58278.1245 eV
Kohn-Sham gap: 1.8 eV

ORCA input file:
```
! RIJCOSX wB97M-V def2-TZVPD def2/J DEFGRID3
* xyz -1 1
H 2.25 -0.72 1.38
H 2.44 1.21 0.37
H 0.55 -1.32 0.58
H -0.23 3.95 -0.43
C 2.42 -1.58 -0.84
C -0.92 -1.20 -2.29
H -0.93 1.42 -1.04
C 3.98 -4.38 2.32
N -1.54 -1.61 3.11
H 4.25 -0.26 -1.03
C 0.05 1.58 -0.40
C 0.90 1.29 -2.76
H -2.50 -0.64 0.58
H -3.85 1.69 3.00
H 1.63 -2.07 -1.56
H -2.19 2.03 0.70
H 1.86 -2.55 1.15
C -1.35 2.50 2.77
C 1.73 -1.47 0.65
H -2.64 -1.29 -3.89
H -0.23 2.19 2.96
H 3.30 -2.38 -0.74
H -3.08 -1.90 -2.15
H -3.45 0.38 -1.12
H 3.17 -0.29 -2.57
C -3.19 0.37 -2.28
H -0.70 -2.37 -2.40
C -1.58 2.93 1.20
C -0.16 3.07 0.34
O -3.16 -0.67 1.34
O 2.85 -4.32 1.80
C -2.52 -1.04 -2.76
C 3.12 -0.21 -1.39
H 0.16 0.82 0.48
H -0.79 -0.96 -1.15
O 4.46 -5.38 2.82
H 3.32 2.04 -1.07
N 1.21 1.66 -1.35
H -2.24 3.90 1.09
H -4.25 0.45 -2.83
H -0.52 -1.47 2.93
O 4.53 -3.28 2.25
H -1.53 3.49 3.42
S -2.57 1.23 3.43
H -1.83 -2.44 2.54
H -2.59 1.34 -2.61
B -2.38 -0.45 2.60
H 0.74 3.30 1.08
S 1.18 2.53 -3.95
C 2.52 1.19 -0.82
S 0.28 -0.34 -3.44
*
```

***

# 2
4 unconnected molecules or ions with the total composition C13H28Cl8N3O2 at a distorted geometry, computed with ωB97M-V/def2-TZVPD.

## Properties
HOMO: -9.8 eV
Electronic energy: -122670.7062 eV
Kohn-Sham gap: 7.0 eV

ORCA input file:
```
! RIJCOSX wB97M-V def2-TZVPD def2/J DEFGRID3
* xyz 1 1
N -1.78 0.43 2.69
Cl 1.47 1.21 0.89
H 1.81 1.64 -7.30
C -1.62 0.38 1.30
H -0.02 1.09 -0.81
H -0.53 0.97 -2.51
H 1.45 -4.15 2.60
H 0.50 -1.60 -1.35
C -1.47 -1.16 -0.53
H -5.04 0.32 1.63
H 4.92 2.54 0.82
H 1.10 2.94 -5.25
Cl -3.69 -2.20 2.09
H -5.98 -2.42 2.62
N -0.95 -0.65 0.76
H -6.71 -0.07 2.02
H -5.73 -2.01 0.93
Cl 3.04 2.54 -3.92
H 3.35 1.29 -6.52
H 1.37 1.22 -4.96
C -5.43 -1.78 1.95
C -5.67 -0.32 2.24
H -2.50 -0.24 2.97
H 3.46 0.83 -0.34
H -2.54 2.15 1.13
H -2.33 -0.59 -0.88
H 2.36 0.17 -0.51
H 3.54 3.04 1.80
C 1.86 2.15 -5.23
C 0.09 0.53 -1.73
H -2.01 1.49 -0.35
O 1.76 1.22 -3.22
Cl -0.58 -3.70 3.71
H 1.47 -4.70 4.27
C 1.54 0.68 -2.19
H -0.90 0.09 3.07
C 1.86 -2.60 4.03
N -2.09 1.38 0.65
H 2.94 -2.73 4.07
H -0.77 -1.28 -2.55
H 3.67 0.53 1.39
Cl -5.39 0.08 3.95
H -1.65 -2.23 -0.51
Cl 3.32 3.68 -0.46
O 2.61 0.27 -1.45
C 3.25 1.22 0.66
C -0.34 -0.96 -1.60
C 2.53 2.00 -6.57
H 1.52 -2.24 4.99
C 1.19 -3.88 3.62
Cl 3.17 3.55 -7.18
C 3.83 2.60 0.85
Cl 1.51 -1.36 2.78
H -0.78 -1.38 1.44
*
```